The following is a DFT calculation (wB97M-V/def2-TZVPD) of a cluster of 9 separate species, C29H80N4O13 in total in a non-equilibrium geometry.

HOMO-LUMO gap (spin up / spin down) (eV): 8.21 / 3.00
⟨S²⟩: 0.754
LUMO level (spin up / spin down) (eV): -2.1 / -7.3
F_max (eV/A): 4.579
Electronic energy (Eh): -2349.30050

ORCA input file:
```
! wB97M-V def2-TZVPD RIJCOSX def2/J DEFGRID3
* xyz 1 2
O -2.208 4.841 2.430
O 1.856 0.552 3.428
O -2.493 2.592 -3.382
O 0.415 -1.689 -5.405
O -4.729 -7.157 4.050
O 2.129 6.812 -1.974
O 0.097 2.357 -0.767
O -3.632 5.766 -4.361
O 3.302 -3.801 4.634
O 1.367 -2.733 7.198
O 0.554 4.564 2.122
O -2.597 -4.264 -0.386
O 6.774 -0.739 -4.256
N 3.876 -1.275 -4.375
N 1.402 0.089 0.574
N -3.375 -5.367 2.207
N -3.365 2.882 -0.526
C 0.023 3.614 -1.434
C -2.803 2.624 -4.720
C -2.667 2.996 0.869
C 0.909 3.303 2.696
C 1.007 -1.509 6.756
C 1.518 -1.313 -4.664
C -3.243 4.274 1.683
C 0.820 1.344 -1.440
C -2.165 -4.608 -1.768
C 2.822 0.728 4.350
C -3.345 1.682 -2.634
C -5.507 -8.113 4.818
C 7.903 -0.124 -3.672
C 0.152 -0.779 -6.505
C -2.657 5.654 3.451
C -2.291 -4.350 1.903
C 4.482 -4.061 5.371
C 2.816 -2.017 -4.998
C -4.002 -7.650 2.938
C 0.757 -0.070 -0.689
C 5.682 0.201 -4.332
C -3.046 1.609 -1.120
C -3.645 5.407 -3.026
C -2.846 -6.656 2.578
C 0.899 -0.801 1.548
C 1.872 7.439 -0.750
C 1.738 -0.734 2.835
C -1.576 -4.432 0.564
C 4.553 -0.241 -5.242
H 0.644 3.242 3.751
H -1.027 -5.360 0.403
H 0.849 4.286 -1.200
H -2.035 1.220 -0.995
H -0.382 4.698 2.290
H -3.636 -8.663 3.105
H -3.702 0.906 -0.607
H 5.300 0.442 -3.340
H -1.745 5.906 3.993
H -3.213 0.742 -3.170
H 0.305 1.222 -2.393
H 5.298 -4.381 4.723
H 0.037 -1.479 6.260
H -5.921 -7.701 5.738
H -3.783 3.071 -4.888
H -2.994 -4.509 -2.470
H -1.594 3.166 0.789
H -4.161 4.074 2.236
H -0.419 0.072 -6.132
H -0.912 4.126 -1.208
H -2.416 -6.986 1.633
H 1.813 1.656 -1.762
H 1.428 1.083 0.749
H 1.031 -0.593 -7.121
H 1.983 3.272 2.516
H -4.665 -7.860 2.099
H 0.954 7.018 -0.338
H 0.723 -1.836 1.252
H -3.139 3.600 -1.200
H 8.496 0.621 -4.202
H 3.001 7.092 -2.260
H 8.499 -0.974 -3.340
H -2.821 2.035 1.359
H 4.313 -4.663 6.263
H -3.179 5.230 4.309
H -0.744 -3.730 0.499
H 2.610 -1.199 2.374
H 0.825 -2.984 7.949
H 0.924 -0.810 7.588
H -3.897 6.410 -2.684
H 1.138 -0.811 -1.392
H 4.940 -3.192 5.843
H 0.604 2.405 2.158
H -2.709 5.920 -4.574
H -4.058 -5.133 2.914
H 7.648 0.336 -2.717
H -3.161 6.530 3.044
H -4.408 1.896 -2.744
H -2.096 -6.688 3.369
H 2.694 -3.043 -4.653
H -0.130 -0.477 1.708
H -0.507 -1.339 -7.168
H 1.599 -0.240 -4.837
H -0.142 3.338 -2.476
H 1.720 -1.134 6.021
H -2.611 -3.322 2.076
H -6.253 -8.647 4.229
H -2.271 3.413 -5.252
H -1.894 -5.657 -1.648
H 3.606 -0.027 4.392
H 1.486 -1.497 3.571
H 2.606 -3.446 5.191
H 2.779 7.301 -0.162
H 4.473 -1.951 -3.921
H -2.707 1.708 -5.303
H -1.553 -4.656 2.644
H -0.319 -0.206 -0.580
H 5.087 -0.683 -6.084
H 1.701 8.513 -0.819
H 3.870 0.517 -5.625
H 3.120 1.776 4.375
H -2.713 5.024 -2.608
H -4.465 4.707 -2.869
H -1.334 -4.058 -2.211
H 1.212 -1.319 -3.618
H -3.449 4.951 0.854
H -4.879 -8.899 5.237
H 2.350 0.700 5.332
H 2.864 -2.086 -6.085
H 5.990 1.155 -4.758
*
```

Here are the Mulliken charges for atoms 1 to 99, given in e:
1. O -0.369
2. O -0.139
3. O 0.071
4. O -0.406
5. O -0.330
6. O -0.509
7. O 0.239
8. O -0.540
9. O -0.448
10. O -0.504
11. O -0.456
12. O -0.349
13. O -0.320
14. N -0.162
15. N 0.281
16. N -0.279
17. N -0.261
18. C -0.853
19. C -0.981
20. C 0.102
21. C -0.222
22. C -0.275
23. C 0.605
24. C -0.762
25. C -1.344
26. C -0.736
27. C -0.980
28. C -1.076
29. C -0.798
30. C -0.807
31. C -0.574
32. C -0.982
33. C -0.732
34. C -0.649
35. C -0.692
36. C -0.707
37. C -0.685
38. C -0.628
39. C 0.041
40. C -0.262
41. C -0.541
42. C -0.192
43. C -0.411
44. C -0.928
45. C -0.199
46. C -0.589
47. H 0.308
48. H 0.386
49. H 0.470
50. H -0.541
51. H 0.438
52. H 0.441
53. H 0.663
54. H 0.350
55. H 0.327
56. H 0.557
57. H 0.609
58. H 0.303
59. H 0.320
60. H 0.278
61. H 0.368
62. H 0.266
63. H -0.368
64. H 0.376
65. H 0.134
66. H -0.024
67. H 0.305
68. H 0.659
69. H 0.239
70. H 0.313
71. H 0.264
72. H 0.348
73. H 0.102
74. H 0.321
75. H -0.050
76. H 0.305
77. H 0.293
78. H 0.290
79. H 0.486
80. H 0.277
81. H 0.359
82. H 0.113
83. H 0.373
84. H 0.301
85. H 0.369
86. H 0.319
87. H 0.456
88. H 0.264
89. H -0.145
90. H 0.318
91. H 0.269
92. H 0.328
93. H 0.334
94. H 0.367
95. H 0.291
96. H 0.369
97. H 0.396
98. H 0.284
99. H 0.300